Entry 1:
C4H20NO6S | ωB97M-V/def2-TZVPD

```
! wB97M-V def2-TZVPD RIJCOSX def2/J DEFGRID3
* xyz -1 1
C -0.237 0.965 -0.380
N -0.522 -0.183 0.403
C 0.680 -0.660 1.231
C 0.255 -2.031 1.847
S 1.297 -3.443 1.083
C 2.138 -0.467 0.649
O 2.437 -1.255 -0.465
H -1.199 1.420 -0.826
H 0.221 1.772 0.307
H 0.524 0.735 -1.046
H -0.880 -0.977 -0.095
H 0.810 0.054 2.121
H -0.702 -2.269 1.615
H 0.293 -2.225 2.961
H 2.110 -2.290 -0.285
H 2.313 0.608 0.306
H 2.945 -0.672 1.440
H 1.637 2.691 -0.765
H 1.370 3.925 -0.049
O 1.748 3.600 -0.762
H -2.087 1.637 1.596
H -2.261 2.610 0.382
O -1.863 2.503 1.212
H -0.007 -1.271 -1.761
H 1.182 -2.222 -1.681
O 0.312 -2.045 -2.172
H -0.774 0.486 -3.493
H -1.647 1.198 -2.507
O -1.515 1.022 -3.398
H -2.928 -1.799 0.656
H -2.403 -0.579 1.098
O -3.248 -0.836 0.779
*
```

Output
ΔE to the lowest compared entry with this formula, charge and spin (kJ/mol): 308.2
LUMO level (eV): 2.7
Total energy (eV): -29081.61259


Entry 2:
C4H20NO7S | ωB97M-V/def2-TZVPD

```
! wB97M-V def2-TZVPD RIJCOSX def2/J DEFGRID3
* xyz 0 2
O -2.183 -2.300 -0.386
C -1.079 -1.867 -0.511
O 0.011 -2.659 -0.668
C -0.635 -0.426 -0.346
C -0.138 -0.170 1.084
C -0.298 1.256 1.608
S -1.545 2.416 1.188
N 0.443 -0.035 -1.315
H -0.278 -3.586 -0.633
H -1.555 0.084 -0.547
H 0.926 -0.393 1.155
H -0.583 -0.963 1.688
H -0.159 1.203 2.687
H 0.616 1.746 1.261
H -2.664 1.796 1.593
H 1.403 0.247 -1.027
H 0.076 0.838 -1.710
H 0.559 -0.752 -2.041
H 3.342 1.834 -0.670
H 3.219 0.521 -1.339
O 2.802 1.406 -1.355
H -3.249 -0.575 1.705
H -4.512 -0.936 0.904
O -3.688 -0.445 0.856
H -3.381 -0.604 -2.531
H -3.623 0.445 -1.514
O -2.913 0.107 -2.076
H 2.726 -1.680 0.250
H 3.576 -1.951 -0.910
O 2.873 -1.320 -0.653
H 3.699 1.753 1.927
H 3.152 2.975 1.061
O 3.060 2.037 1.266
*
```

Output
LUMO level (alpha / beta) (eV): 0.1 / 0.1
Total energy (eV): -31127.00224


Entry 3:
C4H21N2O6 | ωB97M-V/def2-TZVPD

```
! wB97M-V def2-TZVPD RIJCOSX def2/J DEFGRID3
* xyz 1 1
N -0.586 -0.949 2.285
C -0.348 -0.899 0.832
C 0.925 -1.729 0.585
N 1.969 -1.261 -0.120
C 1.913 -0.093 -0.993
C 1.297 -0.483 -2.383
O 0.878 -2.789 1.206
H -0.255 -1.854 2.696
H -1.572 -0.796 2.548
H -0.198 -0.236 2.923
H -1.265 -1.230 0.289
H -0.307 0.213 0.529
H 2.672 -1.929 -0.493
H 1.312 0.704 -0.485
H 2.923 0.340 -1.082
H 1.988 -0.136 -3.168
H 0.353 0.050 -2.578
H 1.150 -1.574 -2.416
H 2.313 1.420 3.372
H 2.665 2.387 2.246
O 1.932 1.870 2.603
H -3.442 0.488 -0.872
H -2.234 -0.199 -1.626
O -2.612 0.649 -1.335
H -1.929 -2.552 -2.542
H -2.680 -1.393 -3.438
O -2.470 -1.761 -2.572
H 0.069 2.099 2.411
H -0.936 1.946 1.330
O -0.729 1.591 2.224
H -1.536 2.207 -0.825
H -0.591 3.423 -0.687
O -0.668 2.476 -0.465
*
```

Output
ΔE to the lowest compared entry with this formula, charge and spin (kJ/mol): 55.0
LUMO level (eV): -2.7
Total energy (eV): -19748.34406


Entry 4:
C4H21N2O8 | ωB97M-V/def2-TZVPD

```
! wB97M-V def2-TZVPD RIJCOSX def2/J DEFGRID3
* xyz -1 1
O 1.194 0.014 2.484
C 0.797 0.045 1.342
N -0.111 1.019 0.949
C 1.298 -0.890 0.234
C 1.388 -2.280 0.907
N 0.577 -1.005 -1.028
C -0.969 -1.231 -0.959
O -1.493 -1.638 0.178
H -0.700 1.352 1.699
H -0.550 0.966 0.044
H 2.317 -0.467 0.020
H 2.145 -2.389 1.705
H 0.462 -2.438 1.466
H 1.743 -3.040 0.249
H 0.972 -1.751 -1.582
H -1.375 -0.228 -1.259
H -1.078 -1.929 -1.826
H 0.443 2.682 -1.504
H -0.289 1.371 -2.119
O -0.294 2.338 -2.066
H 1.497 2.083 0.025
H 2.466 2.081 -1.211
O 1.922 2.645 -0.650
H -0.905 -1.892 2.813
H -1.825 -2.550 1.834
O -1.710 -2.421 2.800
H 1.895 0.135 -1.941
H 2.993 -0.015 -3.073
O 2.424 0.608 -2.617
H -3.103 2.983 -1.043
H -1.535 3.208 -1.098
O -2.381 3.513 -0.686
H -2.519 -0.392 1.243
H -2.790 -0.590 2.668
O -2.907 0.106 2.001
*
```

Output
ΔE to the lowest compared entry with this formula, charge and spin (kJ/mol): 203.1
LUMO level (eV): 2.7
Total energy (eV): -23851.16151


Entry 5:
C4H21NO6 | ωB97M-V/def2-TZVPD

```
! wB97M-V def2-TZVPD RIJCOSX def2/J DEFGRID3
* xyz 0 1
C 0.692 -1.695 -1.199
O 0.029 -1.564 0.088
C -1.108 -2.354 0.296
C -2.323 -1.844 -0.573
C -2.882 -0.577 0.000
N -3.386 -2.859 -0.619
H 1.637 -1.154 -1.161
H 0.049 -1.290 -1.981
H 0.850 -2.759 -1.379
H -0.840 -3.365 -0.012
H -1.368 -2.263 1.351
H -2.094 -1.725 -1.632
H -3.503 -0.829 0.860
H -3.528 -0.119 -0.749
H -2.135 0.139 0.345
H -2.940 -3.736 -0.845
H -3.719 -2.961 0.330
O 2.553 1.656 -1.172
H 3.403 1.263 -1.370
H 2.275 2.055 -1.996
O 0.850 0.852 0.604
H 1.247 1.244 -0.174
H 0.413 0.064 0.280
O 3.144 4.074 0.098
H 3.124 3.886 1.037
H 2.883 3.253 -0.317
O 2.810 1.874 2.358
H 2.138 1.438 1.834
H 3.572 1.297 2.298
O -0.922 2.731 1.364
H -0.280 2.024 1.431
H -0.638 3.243 0.606
*
```

Output
ΔE to the lowest compared entry with this formula, charge and spin (kJ/mol): 151.3
LUMO level (eV): -0.2
Total energy (eV): -18263.29512
Structure (SMILES): COC[C@H](C)N.O.O.O.O.O


Entry 6:
C4H21NO9 | ωB97M-V/def2-TZVPD

```
! wB97M-V def2-TZVPD RIJCOSX def2/J DEFGRID3
* xyz 0 1
O -1.616 -1.745 0.228
C -1.183 -1.020 1.095
C -0.531 0.381 0.748
C -0.405 1.418 1.895
O 0.758 1.079 2.651
N -1.067 1.059 -0.520
C -0.203 0.892 -1.650
O 0.635 -0.289 -1.386
H -1.228 -1.260 2.121
H 0.483 -0.005 0.465
H 0.062 2.368 1.293
H -1.260 1.435 2.574
H 0.879 0.118 2.766
H -2.011 0.619 -0.600
H -0.732 0.790 -2.562
H 0.521 1.709 -1.571
H 1.358 -0.099 -1.908
O -3.390 -0.586 -1.993
H -4.036 -1.260 -1.534
H -3.256 -0.937 -2.906
O 3.157 -0.224 -1.251
H 3.492 0.519 -1.786
H 3.033 0.175 -0.377
O 2.968 2.048 1.089
H 2.488 1.760 1.817
H 3.770 2.207 1.763
O 0.746 -3.233 -0.228
H -0.153 -2.759 -0.313
H 1.482 -3.005 -0.749
O 1.662 -1.526 2.828
H 2.068 -2.192 2.226
H 2.391 -1.167 3.373
O -2.620 1.944 -2.885
H -3.144 2.657 -2.755
H -3.214 1.136 -2.645
*
```

Output
ΔE to the lowest compared entry with this formula, charge and spin (kJ/mol): 501.8
LUMO level (eV): 0.3
Total energy (eV): -24403.05106
Structure (SMILES): O=C[C@H](CO)NCO.O.O.O.O.O.O


Entry 7:
C4H21O9S2 | ωB97M-V/def2-TZVPD

```
! wB97M-V def2-TZVPD RIJCOSX def2/J DEFGRID3
* xyz -1 1
C -1.525 0.591 1.669
C -2.129 -0.569 0.836
O -2.598 -0.227 -0.276
O -2.315 -1.685 1.400
C -0.042 0.782 1.368
S 0.831 -0.794 1.566
S 2.794 -0.307 1.226
C 2.934 -0.440 -0.562
H -2.091 1.459 1.329
H -1.756 0.474 2.724
H 0.387 1.591 1.942
H 0.038 1.062 0.328
H 4.002 -0.535 -0.762
H 2.416 -1.296 -0.986
H 2.506 0.384 -1.136
H 1.086 2.998 -1.400
H 2.527 2.756 -1.165
O 1.896 3.445 -1.075
H -0.751 -1.361 4.036
H -1.859 -1.807 3.112
O -1.637 -1.738 4.075
H 0.461 0.817 -2.201
H -0.910 1.515 -2.272
O -0.004 1.633 -1.979
H -2.058 -2.879 0.171
H -1.722 -4.386 0.062
O -1.869 -3.607 -0.478
H 2.814 2.775 1.839
H 2.237 4.052 1.269
O 2.114 3.418 1.983
H -0.582 -0.994 -3.063
H 0.472 -1.352 -4.093
O 0.246 -0.628 -3.504
H -2.261 -1.101 -1.587
H -1.712 -2.454 -2.011
O -1.942 -1.592 -2.387
*
```

Output
ΔE to the lowest compared entry with this formula, charge and spin (kJ/mol): 0.0
LUMO level (eV): 2.5
Total energy (eV): -44591.01911


Entry 8:
C4H22BO19 | ωB97M-V/def2-TZVPD

```
! wB97M-V def2-TZVPD RIJCOSX def2/J DEFGRID3
* xyz -1 1
O -2.570 -0.601 -1.458
C -1.415 -0.319 -1.267
O -0.602 -0.913 -0.315
B 0.638 -0.090 -0.315
O 0.453 1.021 -1.250
C -0.739 0.941 -1.851
O -1.170 1.710 -2.663
O 1.860 -1.017 -0.483
C 2.542 -1.176 0.685
O 3.510 -1.904 1.053
C 1.850 -0.153 1.664
O 0.761 0.336 1.051
O 2.327 0.135 2.699
O -4.359 1.814 -1.094
H -4.663 1.913 -1.997
H -3.631 1.197 -1.153
O 2.831 2.668 2.947
H 2.767 1.742 3.182
H 3.457 2.689 2.223
O 3.089 -3.278 3.491
H 3.508 -2.501 3.122
H 2.403 -3.503 2.863
O -1.590 0.316 -5.081
H -2.488 0.335 -5.411
H -1.612 0.859 -4.293
O -3.412 -2.635 0.294
H -3.122 -2.009 -0.369
H -4.355 -2.488 0.367
O 0.902 2.806 -4.583
H 0.634 2.144 -3.946
H 0.255 3.505 -4.490
O -3.524 2.460 -4.023
H -3.489 2.817 -4.910
H -2.709 2.751 -3.614
O 0.697 0.332 5.722
H 1.617 0.102 5.856
H 0.419 -0.212 4.985
O 4.934 -4.705 0.928
H 4.769 -3.933 1.470
H 5.408 -4.367 0.168
O -0.673 3.672 1.296
H -1.561 3.317 1.251
H -0.167 2.995 1.745
O -0.909 -3.087 1.890
H -1.119 -2.311 1.372
H -1.751 -3.377 2.242
*
```

Output
ΔE to the lowest compared entry with this formula, charge and spin (kJ/mol): 135.5
LUMO level (eV): 1.6
Total energy (eV): -44092.51232


Entry 9:
C4H22NO11 | ωB97M-V/def2-TZVPD

```
! wB97M-V def2-TZVPD RIJCOSX def2/J DEFGRID3
* xyz -1 1
C 2.501 0.314 0.527
N 1.240 -0.078 0.157
C 0.696 0.951 -1.951
C 0.695 -0.340 -1.169
C -0.857 -0.733 -0.836
O -1.067 -1.810 -0.216
O -1.742 -0.053 -1.387
O 3.267 0.933 -0.195
H 2.723 0.145 1.606
H 0.895 -0.743 0.856
H 0.275 0.919 -2.983
H 1.622 1.519 -1.957
H 0.000 1.601 -1.394
H 1.059 -1.234 -1.671
H 2.974 -0.406 -2.140
H 4.237 -0.593 -1.284
O 3.798 -0.896 -2.082
H 0.188 -2.872 0.052
H 0.249 -4.083 -0.816
O 0.736 -3.702 -0.079
H -1.930 3.134 -0.387
H -2.487 2.138 -1.391
O -2.673 3.002 -0.996
H -2.938 0.452 -0.154
H -3.750 1.792 0.079
O -3.450 0.977 0.507
H 3.338 -2.206 -0.766
H 2.483 -3.374 -0.247
O 3.218 -2.781 0.005
H -1.377 2.524 1.983
H -0.752 1.739 0.827
O -0.765 2.617 1.223
H -2.108 1.317 3.686
H -3.227 1.769 2.597
O -2.761 1.969 3.417
H -1.229 -1.453 1.738
H -1.871 -0.042 1.549
O -1.354 -0.590 2.154
*
```

Output
ΔE to the lowest compared entry with this formula, charge and spin (kJ/mol): 28.4
LUMO level (eV): 3.1
Total energy (eV): -28521.79601


Entry 10:
C4H22O7 | ωB97M-V/def2-TZVPD

```
! wB97M-V def2-TZVPD RIJCOSX def2/J DEFGRID3
* xyz 0 1
C 2.088 -5.881 -20.067
C 1.395 -7.202 -20.583
O 0.341 -6.797 -21.478
H 1.436 -5.085 -19.707
H 2.789 -5.472 -20.795
H 2.679 -6.046 -19.166
H 0.970 -7.713 -19.718
H 2.075 -7.934 -21.018
H -0.124 -7.575 -21.794
C -8.401 -11.001 -27.704
C -7.129 -10.482 -26.922
O -6.081 -10.413 -27.799
H -9.263 -10.886 -27.048
H -8.368 -12.089 -27.770
H -8.481 -10.417 -28.621
H -6.830 -11.064 -26.051
H -7.295 -9.464 -26.568
H -5.443 -11.099 -27.588
O -1.678 -13.246 -19.887
H -2.001 -13.886 -20.521
H -1.759 -12.404 -20.335
O -3.477 -10.159 -23.094
H -3.631 -10.460 -23.989
H -4.345 -10.148 -22.692
O -7.568 -10.781 -21.299
H -8.113 -11.105 -22.016
H -8.180 -10.642 -20.576
O -5.122 -7.516 -19.570
H -4.488 -8.219 -19.711
H -5.959 -7.889 -19.847
O -2.567 -13.420 -26.055
H -2.802 -13.931 -25.280
H -1.614 -13.494 -26.111
*
```

Output
ΔE to the lowest compared entry with this formula, charge and spin (kJ/mol): 222.7
LUMO level (eV): -0.1
Total energy (eV): -18835.89831
Structure (SMILES): CCO.CCO.O.O.O.O.O


Entry 11:
C4H22O9 | ωB97M-V/def2-TZVPD

```
! wB97M-V def2-TZVPD RIJCOSX def2/J DEFGRID3
* xyz 0 1
O -0.241 4.616 0.793
C -1.073 3.429 0.926
C -0.246 2.438 1.844
O 1.120 2.511 1.435
H -0.721 5.362 0.427
H -2.018 3.638 1.428
H -1.226 2.910 -0.021
H -0.626 1.424 1.970
H -0.191 2.930 2.815
H 1.064 3.419 1.127
O -0.516 -1.194 -2.060
C -0.293 -2.516 -2.493
C 0.942 -2.706 -3.391
O 1.351 -4.100 -3.537
H -0.357 -0.611 -2.806
H -0.380 -3.197 -1.646
H -1.175 -2.699 -3.107
H 1.764 -2.112 -2.991
H 0.675 -2.359 -4.389
H 2.121 -4.174 -4.106
O 2.881 0.036 0.792
H 2.650 0.962 0.866
H 3.449 -0.009 0.023
O 1.233 -0.393 3.623
H 1.873 0.286 3.836
H 0.783 -0.062 2.845
O -2.725 -0.950 -0.381
H -2.190 -0.377 -0.930
H -3.627 -0.697 -0.578
O -2.105 -0.811 2.465
H -2.377 -0.739 1.550
H -1.195 -1.107 2.422
O 0.314 -1.096 0.778
H -0.150 -1.183 -0.054
H 1.211 -0.870 0.530
*
```

Output
ΔE to the lowest compared entry with this formula, charge and spin (kJ/mol): 129.2
LUMO level (eV): 0.0
Total energy (eV): -22930.98525
Structure (SMILES): OCCO.OCCO.O.O.O.O.O


Entry 12:
C4H22O9Sr | ωB97M-V/def2-TZVPD

```
! wB97M-V def2-TZVPD RIJCOSX def2/J DEFGRID3
* xyz 1 2
Sr 0.465 0.449 -0.476
O -1.098 2.377 -0.231
H -1.253 3.171 -0.742
H -1.668 2.467 0.532
O -0.708 0.806 -2.845
H -1.662 0.795 -2.918
H -0.403 1.060 -3.715
O 1.299 -1.146 -2.378
H 1.844 -1.851 -2.028
H 1.181 -1.371 -3.301
O 2.319 -0.998 0.610
H 2.151 -1.703 1.235
H 3.112 -1.270 0.148
O 2.106 1.856 -1.743
H 2.916 2.033 -1.264
H 2.329 2.016 -2.660
C -1.457 -2.548 0.038
C -2.407 -1.707 -0.810
O -2.369 -0.364 -0.334
O -0.107 -2.261 -0.193
H -1.714 -3.556 -0.289
H -1.646 -2.439 1.106
H -3.433 -2.069 -0.875
H -2.153 -1.708 -1.870
H -3.277 -0.073 -0.440
H 0.361 -2.946 0.289
C -0.013 0.794 2.887
C 1.391 1.350 2.484
O 1.352 2.169 1.253
O -0.459 -0.106 1.925
H -0.752 1.528 3.208
H 0.103 0.137 3.749
H 2.199 0.621 2.546
H 1.606 1.979 3.348
H 1.066 3.062 1.458
H -1.222 -0.556 2.294
*
```

Output
ΔE to the lowest compared entry with this formula, charge and spin (kJ/mol): 0.0
LUMO level (alpha / beta) (eV): -2.9 / -3.0
Total energy (eV): -23762.89114


- Which of these has the highest total energy?
  C4H21NO6


Copy entry 1 word for word.
C4H20NO6S | ωB97M-V/def2-TZVPD

```
! wB97M-V def2-TZVPD RIJCOSX def2/J DEFGRID3
* xyz -1 1
C -0.237 0.965 -0.380
N -0.522 -0.183 0.403
C 0.680 -0.660 1.231
C 0.255 -2.031 1.847
S 1.297 -3.443 1.083
C 2.138 -0.467 0.649
O 2.437 -1.255 -0.465
H -1.199 1.420 -0.826
H 0.221 1.772 0.307
H 0.524 0.735 -1.046
H -0.880 -0.977 -0.095
H 0.810 0.054 2.121
H -0.702 -2.269 1.615
H 0.293 -2.225 2.961
H 2.110 -2.290 -0.285
H 2.313 0.608 0.306
H 2.945 -0.672 1.440
H 1.637 2.691 -0.765
H 1.370 3.925 -0.049
O 1.748 3.600 -0.762
H -2.087 1.637 1.596
H -2.261 2.610 0.382
O -1.863 2.503 1.212
H -0.007 -1.271 -1.761
H 1.182 -2.222 -1.681
O 0.312 -2.045 -2.172
H -0.774 0.486 -3.493
H -1.647 1.198 -2.507
O -1.515 1.022 -3.398
H -2.928 -1.799 0.656
H -2.403 -0.579 1.098
O -3.248 -0.836 0.779
*
```

Output
ΔE to the lowest compared entry with this formula, charge and spin (kJ/mol): 308.2
LUMO level (eV): 2.7
Total energy (eV): -29081.61259


- The lowest total energy belongs to which entry?
  C4H21O9S2


Repeat the tenth record exactly.
C4H22O7 | ωB97M-V/def2-TZVPD

```
! wB97M-V def2-TZVPD RIJCOSX def2/J DEFGRID3
* xyz 0 1
C 2.088 -5.881 -20.067
C 1.395 -7.202 -20.583
O 0.341 -6.797 -21.478
H 1.436 -5.085 -19.707
H 2.789 -5.472 -20.795
H 2.679 -6.046 -19.166
H 0.970 -7.713 -19.718
H 2.075 -7.934 -21.018
H -0.124 -7.575 -21.794
C -8.401 -11.001 -27.704
C -7.129 -10.482 -26.922
O -6.081 -10.413 -27.799
H -9.263 -10.886 -27.048
H -8.368 -12.089 -27.770
H -8.481 -10.417 -28.621
H -6.830 -11.064 -26.051
H -7.295 -9.464 -26.568
H -5.443 -11.099 -27.588
O -1.678 -13.246 -19.887
H -2.001 -13.886 -20.521
H -1.759 -12.404 -20.335
O -3.477 -10.159 -23.094
H -3.631 -10.460 -23.989
H -4.345 -10.148 -22.692
O -7.568 -10.781 -21.299
H -8.113 -11.105 -22.016
H -8.180 -10.642 -20.576
O -5.122 -7.516 -19.570
H -4.488 -8.219 -19.711
H -5.959 -7.889 -19.847
O -2.567 -13.420 -26.055
H -2.802 -13.931 -25.280
H -1.614 -13.494 -26.111
*
```

Output
ΔE to the lowest compared entry with this formula, charge and spin (kJ/mol): 222.7
LUMO level (eV): -0.1
Total energy (eV): -18835.89831
Structure (SMILES): CCO.CCO.O.O.O.O.O